Below is a cluster of 8 separate species, H16O8 in total, with properties calculated with the ωB97M-V functional and the def2-TZVPD basis.

The geometry in XYZ format:
```
24
Properties=species:S:1:pos:R:3:forces:R:3
O 1.72342 -0.11936 -0.06556 0.26 -0.47 0.15
H 0.83898 -0.34735 0.24230 0.37 0.20 0.46
H 1.83823 -0.64932 -0.86240 0.23 0.07 0.03
O -0.44842 2.19408 -0.10266 0.08 2.86 2.14
H -0.99349 2.15009 0.69103 0.07 0.23 0.08
H 0.17795 2.90298 0.08200 0.17 0.39 0.18
O -0.51985 0.55740 -1.26675 -0.88 -3.06 -1.97
H -1.25634 0.33195 -1.84618 0.09 0.02 -0.36
H -0.13167 -0.29478 -1.03848 -0.24 -0.07 -0.65
O -1.73535 -1.64621 2.64335 0.25 0.13 0.20
H -2.51055 -1.50374 2.08859 -0.13 -0.06 -0.11
H -1.58001 -0.78821 3.05406 0.02 -0.18 0.08
O 2.04189 4.46818 0.05503 0.12 0.04 0.06
H 2.46207 4.97767 0.75706 -0.11 -0.05 -0.03
H 2.77990 4.14413 -0.47348 -0.12 -0.07 -0.01
O -3.33444 -0.53598 0.65567 -0.16 0.23 -0.11
H -4.13989 -0.00851 0.70055 -0.05 -0.10 -0.02
H -2.62530 0.11096 0.74277 0.16 0.00 -0.22
O -2.20655 -1.94030 -2.57226 -0.08 0.09 0.02
H -2.29567 -1.22839 -1.92865 -0.14 -0.25 0.11
H -3.04510 -2.41233 -2.51745 0.09 0.01 0.00
O 5.09324 -3.24662 0.00154 -0.04 -0.13 0.15
H 4.26618 -3.19481 0.49375 0.04 0.07 -0.06
H 5.60078 -3.92154 0.46617 -0.01 0.07 -0.08
```
Forces are in eV/Å.

Structure (SMILES): O.O.O.O.O.O.O.O
2S+1: 1
Kohn-Sham gap (eV): 10.26
Lowest unoccupied orbital energy (eV): 0.060
HOMO energy (eV): -10.1964

Below is a cluster of 8 separate species, H16O8 in total, with properties calculated with the ωB97M-V functional and the def2-TZVPD basis.

The geometry in XYZ format:
```
24
Properties=species:S:1:pos:R:3:forces:R:3
O 0.43300 0.44354 -0.18190 -0.25 0.11 0.01
H -0.44441 0.30035 0.19044 0.08 -0.12 0.08
H 0.75910 1.22429 0.27971 0.08 -0.11 0.00
O 0.05689 -4.09626 0.57031 0.19 0.11 -0.02
H 0.49474 -3.29751 0.88541 -0.05 -0.01 0.01
H 0.62384 -4.81189 0.87922 -0.07 -0.01 -0.07
O 2.74714 4.14740 -0.07723 -0.04 -0.25 0.12
H 2.42998 3.39770 -0.59332 0.04 0.12 -0.10
H 3.44206 3.77380 0.47639 0.00 0.09 -0.04
O -0.42522 -0.88734 -3.44942 -0.03 -0.21 0.16
H -0.09074 -1.13759 -2.58081 0.05 0.26 0.03
H -1.22258 -0.38128 -3.25680 0.07 0.09 -0.11
O 1.05246 1.12709 3.70044 -0.28 0.05 -0.07
H 0.68577 1.99259 3.48731 0.12 0.01 0.06
H 0.37243 0.71125 4.24232 0.17 0.00 0.03
O -1.77703 2.33440 -2.30809 -0.17 -0.07 0.16
H -1.72526 1.96826 -1.41800 0.13 0.02 -0.11
H -2.61277 2.81447 -2.31594 0.06 0.00 -0.09
O -2.89471 -0.11971 3.02846 0.23 0.18 -0.01
H -2.15843 -0.30816 3.62122 -0.12 -0.10 -0.04
H -2.80748 0.82107 2.83789 -0.12 -0.06 0.03
O 1.29754 -3.58387 -2.81168 -0.05 0.19 0.14
H 0.79945 -2.91589 -3.29613 -0.01 -0.08 -0.20
H 0.96422 -3.51670 -1.90980 -0.03 -0.20 0.05
```
Forces are in eV/Å.

Structure (SMILES): O.O.O.O.O.O.O.O
2S+1: 1
Kohn-Sham gap (eV): 10.46
Lowest unoccupied orbital energy (eV): -0.529
HOMO energy (eV): -10.9851

Below is a cluster of 8 separate species, H16O8 in total, with properties calculated with the ωB97M-V functional and the def2-TZVPD basis.

The geometry in XYZ format:
```
24
Properties=species:S:1:pos:R:3:forces:R:3
O -2.12360 0.60103 1.04429 -2.27 -0.96 -1.41
H -1.86946 0.07129 0.26834 -0.52 0.60 0.13
H -1.33916 0.65931 1.52377 1.75 0.44 1.24
O 0.96084 0.22967 0.39941 1.23 0.49 -0.60
H 0.68421 0.47979 1.26302 0.23 1.41 1.59
H 0.41922 -0.53461 0.39265 -0.91 -1.92 -1.05
O -0.23850 0.91552 2.80232 0.08 0.30 1.15
H -0.51768 1.83127 2.98873 0.15 -0.51 -0.09
H -0.71273 0.35065 3.43723 0.24 0.42 -0.22
O -0.66174 -1.94405 0.38945 -0.05 -0.48 -0.39
H -0.30906 -2.74041 -0.02103 0.23 -0.04 -0.15
H -0.75541 -2.20230 1.30405 -0.26 0.03 0.52
O -1.97083 -0.10475 -1.60437 1.66 -0.95 -0.21
H -1.40007 -0.90570 -1.51661 -0.66 0.93 -0.23
H -2.85217 -0.43211 -1.62346 -1.23 -0.43 -0.06
O 2.00412 0.90487 -2.61681 0.03 -1.11 -0.43
H 2.24586 1.29793 -3.44962 0.08 0.15 -0.48
H 2.06360 1.61316 -1.99903 -0.17 0.82 0.90
O -0.51860 2.13077 -0.99989 0.64 0.85 0.11
H -1.21283 1.73894 -1.50964 -0.69 -0.13 -0.45
H -0.06195 1.35261 -0.66804 0.37 0.02 0.23
O 2.88011 -2.01878 0.31904 0.72 -1.28 -0.97
H 2.97488 -1.99763 -0.65377 -0.06 0.15 0.81
H 2.31096 -1.29646 0.52995 -0.58 1.21 0.08
```
Forces are in eV/Å.

Structure (SMILES): O.O.O.O.O.O.O.O
2S+1: 1
Kohn-Sham gap (eV): 9.63
Lowest unoccupied orbital energy (eV): -0.077
HOMO energy (eV): -9.7092

Below is a cluster of 8 separate species, H16O8 in total, with properties calculated with the ωB97M-V functional and the def2-TZVPD basis.

The geometry in XYZ format:
```
24
Properties=species:S:1:pos:R:3:forces:R:3
O -2.61162 -2.30217 0.54996 -0.37 2.15 -0.60
H -3.35562 -2.62717 0.06796 -0.99 -0.27 -0.41
H -2.16463 -3.06617 0.81196 1.31 -1.81 0.85
O -1.83362 -0.38617 -1.71804 3.45 -0.84 -4.28
H -1.14663 -1.02017 -2.22004 -2.57 2.17 1.59
H -2.20662 -0.92517 -1.08004 -1.58 -2.19 2.20
O -1.77063 2.34183 -1.35304 1.19 6.54 -3.45
H -0.99162 2.34683 -1.95604 -1.08 -0.33 0.94
H -1.84363 1.55783 -0.97904 -0.12 -5.70 2.46
O 2.34338 1.34583 2.88596 0.45 -0.13 -1.74
H 2.54237 1.26283 1.87996 -0.96 0.47 2.43
H 1.55938 1.89483 3.04996 0.51 -0.30 -0.59
O -1.05662 -0.12917 2.85696 -0.24 2.72 3.74
H -0.68662 0.79283 2.82596 -0.60 -1.33 0.41
H -0.88363 -0.36717 2.00696 0.79 -1.43 -3.97
O -0.14762 0.17383 0.21396 3.41 0.20 -0.67
H 0.77638 0.17483 -0.25704 -2.75 -0.05 1.56
H -0.70162 -0.30817 -0.39704 -0.18 0.13 -0.32
O 2.91237 1.01883 0.08696 -0.15 2.81 -0.08
H 2.74638 0.23983 -0.36504 -0.13 -3.24 -0.84
H 2.49437 1.60483 -0.57604 0.43 0.46 0.84
O 1.90337 -0.93617 -1.89404 -4.85 -0.58 1.77
H 1.40937 -1.74117 -2.17304 0.89 0.89 0.33
H 2.71337 -0.94617 -2.26804 4.12 -0.33 -2.17
```
Forces are in eV/Å.

Structure (SMILES): O.O.O.O.O.O.O.O
2S+1: 1
Kohn-Sham gap (eV): 9.65
Lowest unoccupied orbital energy (eV): -0.593
HOMO energy (eV): -10.2430

Below is a cluster of 8 separate species, H16O8 in total, with properties calculated with the ωB97M-V functional and the def2-TZVPD basis.

The geometry in XYZ format:
```
24
Properties=species:S:1:pos:R:3:forces:R:3
O -14.53684 -8.11550 4.01616 2.24 1.89 -0.16
H -15.26752 -8.63926 4.16099 -2.53 -2.02 0.30
H -14.81043 -7.23186 4.33049 0.20 0.04 -0.41
O -10.52186 -9.07052 3.59045 -0.49 1.31 -1.18
H -9.69918 -9.50581 3.65291 1.30 -0.72 0.19
H -11.09010 -9.36993 4.28250 -0.75 -0.80 1.09
O -12.64471 -7.37755 1.27756 -0.89 0.18 -2.29
H -12.94462 -6.64755 0.67622 0.59 -0.96 1.26
H -12.34792 -7.02018 2.10301 0.19 0.78 0.81
O -11.63704 -6.56365 3.75833 -0.41 0.61 -0.29
H -11.18862 -7.40305 3.86517 0.71 -0.67 -0.26
H -12.13406 -6.43607 4.57421 -0.20 -0.22 0.09
O -15.02831 -5.56565 5.04232 0.20 -0.02 -0.33
H -14.24977 -5.80059 5.54929 0.69 0.00 0.10
H -15.69371 -5.85664 5.64926 -1.16 0.01 0.47
O -12.49637 -9.23943 5.46357 0.00 -0.01 0.18
H -13.10091 -8.76148 4.86464 -0.22 0.12 -0.15
H -13.08590 -9.86837 5.88934 0.19 -0.13 0.08
O -12.51690 -6.01557 6.18787 -0.29 -0.24 0.50
H -11.77638 -6.28694 6.73915 -0.02 -0.19 0.05
H -12.52044 -5.06313 6.22353 0.27 0.81 0.04
O -10.32142 -4.25133 4.42686 -1.00 -1.03 0.25
H -9.61183 -4.72750 4.87405 0.08 0.19 -0.13
H -10.96355 -5.00245 4.22663 1.29 1.06 -0.23
```
Forces are in eV/Å.

Structure (SMILES): O.O.O.O.O.O.O.O
2S+1: 1
Kohn-Sham gap (eV): 10.07
Lowest unoccupied orbital energy (eV): 0.016
HOMO energy (eV): -10.0507

Below is a cluster of 8 separate species, H16O8 in total, with properties calculated with the ωB97M-V functional and the def2-TZVPD basis.

The geometry in XYZ format:
```
24
Properties=species:S:1:pos:R:3:forces:R:3
O -1.13822 -25.06828 -20.92678 0.65 0.09 0.05
H -0.55310 -25.81998 -21.05364 -0.32 -0.35 0.20
H -0.74752 -24.37157 -21.47344 -0.25 0.06 -0.02
O -3.65606 -24.10157 -21.18965 -0.42 0.05 0.27
H -3.47908 -23.85150 -22.09768 -0.03 0.19 -0.12
H -2.86002 -24.56235 -20.90052 0.01 -0.16 -0.10
O 2.02071 -26.92594 -23.52636 -0.25 0.08 -0.35
H 1.79945 -26.56963 -22.66050 0.16 -0.20 -0.16
H 2.86070 -27.36959 -23.39644 0.09 -0.04 0.02
O -2.66978 -21.80044 -23.00195 -0.05 0.08 -0.14
H -1.78328 -22.14835 -22.86935 0.06 -0.14 -0.15
H -2.60719 -20.87321 -22.76555 -0.15 0.11 0.04
O 2.41923 -25.88652 -21.04518 0.20 0.11 0.42
H 2.51102 -24.93097 -21.04055 -0.06 0.17 -0.01
H 2.84865 -26.17370 -20.23496 0.26 0.02 0.13
O -1.78887 -28.82479 -21.66497 -0.13 -0.28 -0.05
H -2.46836 -28.93049 -20.99640 -0.17 0.03 -0.01
H -1.04703 -28.42275 -21.19887 0.00 0.14 -0.22
O -0.10419 -23.01898 -22.53989 0.26 0.06 0.16
H 0.23494 -22.35430 -21.93428 0.03 0.17 0.15
H 0.67804 -23.39056 -22.95576 0.02 -0.06 -0.38
O 0.29854 -27.58957 -20.39424 0.36 -0.08 0.36
H 1.12358 -27.11293 -20.53997 -0.13 0.13 -0.23
H 0.52230 -28.26524 -19.74995 -0.13 -0.15 0.14
```
Forces are in eV/Å.

Structure (SMILES): O.O.O.O.O.O.O.O
2S+1: 1
Kohn-Sham gap (eV): 9.02
Lowest unoccupied orbital energy (eV): -0.751
HOMO energy (eV): -9.7691

Below is a cluster of 8 separate species, H16O8 in total, with properties calculated with the ωB97M-V functional and the def2-TZVPD basis.

The geometry in XYZ format:
```
24
Properties=species:S:1:pos:R:3:forces:R:3
O 16.19067 3.12654 18.36439 -0.13 -2.60 2.87
H 15.77257 3.96410 18.16461 0.01 -0.34 1.25
H 16.76862 3.31703 19.10326 0.28 -0.11 0.20
O 17.77316 5.97565 17.13716 -0.89 2.43 0.28
H 17.56429 5.09296 16.83147 0.82 0.82 -0.47
H 18.54466 6.22887 16.63031 0.25 0.07 0.05
O 19.67893 4.35321 17.53187 1.62 -0.04 0.66
H 18.76387 4.14104 17.34781 0.00 -0.34 0.01
H 19.99345 3.62028 18.06114 0.31 -0.10 0.05
O 13.96312 3.15572 16.94219 -1.20 -1.39 -0.25
H 13.26109 3.80604 16.96380 -0.33 -0.08 -0.26
H 14.72996 3.64043 16.63683 -0.46 -0.34 -0.43
O 15.37387 4.96611 17.31627 -1.33 3.98 -0.96
H 14.56615 5.22827 17.75796 -0.40 0.03 0.22
H 15.68768 5.76633 16.89509 0.97 0.77 -0.13
O 17.67771 0.79379 16.33971 -0.47 -0.58 0.97
H 16.84467 0.59098 15.91411 -0.31 -0.03 -0.31
H 17.54999 0.53553 17.25252 -0.05 -0.07 0.44
O 18.84045 2.05883 14.62960 0.48 0.83 -1.05
H 19.07371 1.24063 14.19098 0.10 -0.14 -0.06
H 18.63642 1.79970 15.52819 0.41 -0.21 -0.21
O 17.47659 3.72458 16.55639 -0.08 -1.18 -2.66
H 17.45733 2.78181 16.39192 -0.02 -0.34 -0.03
H 16.62513 3.91715 16.94903 0.40 -1.02 -0.20
```
Forces are in eV/Å.

Structure (SMILES): O.O.O.O.O.O.O.O
2S+1: 1
Kohn-Sham gap (eV): 10.02
Lowest unoccupied orbital energy (eV): -0.007
HOMO energy (eV): -10.0297

Below is a cluster of 8 separate species, H16O8 in total, with properties calculated with the ωB97M-V functional and the def2-TZVPD basis.

The geometry in XYZ format:
```
24
Properties=species:S:1:pos:R:3:forces:R:3
O 0.33077 0.39070 -1.23135 0.13 -1.45 3.07
H 0.03004 0.60477 -2.06470 -1.29 0.55 -2.74
H -0.39312 -0.04427 -0.71987 0.76 0.62 -0.98
O -4.11496 3.05163 -1.60131 0.19 0.08 1.35
H -4.13253 2.98101 -2.54027 0.14 -0.03 -1.06
H -3.21170 3.28046 -1.34194 -0.30 -0.03 -0.31
O 1.45392 1.16474 0.84636 -3.11 -2.22 -2.26
H 0.85870 0.58806 1.37833 0.66 1.03 -0.36
H 1.81292 1.78591 1.37730 1.72 3.10 2.90
O 2.50407 -0.88991 1.50448 0.92 -1.50 5.71
H 2.41631 -0.20930 2.22838 0.11 -1.42 -1.47
H 2.16228 -0.52694 0.75275 -0.64 1.69 -2.94
O 4.27677 -0.96530 0.03866 -0.98 0.94 -4.14
H 4.44655 -1.50669 -0.74677 -0.23 0.41 -0.23
H 4.85604 -1.35761 0.60582 2.26 -1.44 3.15
O -3.13377 1.12395 1.89260 -0.43 0.63 2.54
H -2.98722 1.82362 2.58584 -0.39 -1.20 -0.84
H -2.66776 1.48477 1.17330 0.84 0.57 -1.71
O 0.61734 -2.35195 2.67274 1.56 -1.18 3.30
H 0.05417 -2.30157 1.96203 -1.98 0.15 -2.67
H 0.44168 -3.22432 3.07824 0.07 0.73 -0.31
O -2.02178 -1.97075 -3.85770 -0.04 -0.43 1.52
H -1.63239 -1.31122 -3.26917 -0.08 -0.18 -0.24
H -1.96634 -1.61979 -4.72377 0.12 0.59 -1.30
```
Forces are in eV/Å.

Structure (SMILES): O.O.O.O.O.O.O.O
2S+1: 1
Kohn-Sham gap (eV): 9.38
Lowest unoccupied orbital energy (eV): -0.088
HOMO energy (eV): -9.4657

Below is a cluster of 8 separate species, H16O8 in total, with properties calculated with the ωB97M-V functional and the def2-TZVPD basis.

The geometry in XYZ format:
```
24
Properties=species:S:1:pos:R:3:forces:R:3
O -0.09754 -0.30700 0.02302 -0.87 -0.16 -0.56
H 0.85013 -0.17985 0.06754 0.84 0.03 0.14
H -0.42596 0.04431 0.85063 -0.12 0.25 0.37
O 2.57107 0.43397 0.89002 -0.35 -0.23 -0.55
H 3.16763 -0.30399 1.01559 0.30 -0.42 0.00
H 3.09428 1.08980 0.42919 0.19 0.34 -0.11
O -3.22640 1.01902 -0.22242 0.34 0.43 -0.96
H -2.87576 0.54340 0.53062 0.48 -0.41 1.15
H -4.13961 0.73796 -0.27977 -0.63 -0.08 -0.25
O -1.27484 -2.05356 -1.78984 -0.22 0.21 -0.89
H -1.22338 -2.95515 -1.47247 -0.12 -0.76 0.02
H -1.10103 -1.51668 -1.01667 0.52 0.74 0.97
O 2.03301 1.00996 3.46878 -0.26 -0.11 0.61
H 2.19177 0.70374 2.57589 0.06 0.12 -0.21
H 2.05278 1.96463 3.40217 0.01 0.24 0.12
O -1.05631 1.15595 -2.83690 -0.66 0.22 -0.26
H -1.05442 0.58641 -2.06758 -0.17 -0.51 0.82
H -0.13473 1.22592 -3.08595 0.64 0.20 -0.36
O 2.68983 -1.09878 -2.49761 -0.27 -0.10 0.30
H 2.28374 -0.23223 -2.51816 0.00 0.19 -0.08
H 3.53374 -0.97872 -2.93308 0.30 -0.06 -0.19
O -2.44611 0.01664 2.33221 0.16 0.14 -0.68
H -2.08397 -0.86344 2.43495 0.16 -0.35 0.24
H -3.32791 -0.04228 2.69989 -0.31 0.09 0.35
```
Forces are in eV/Å.

2S+1: 2
Kohn-Sham gap (alpha / beta) (eV): 10.29 / 2.64
Lowest unoccupied orbital energy (alpha / beta) (eV): -3.238 / -10.883
HOMO energy (alpha / beta) (eV): -13.5249 / -13.5250
Total charge: +1

Below is a structure of composition H16O9Zr, with properties calculated with the ωB97M-V functional and the def2-TZVPD basis.

The geometry in XYZ format:
```
26
Properties=species:S:1:pos:R:3:forces:R:3
Zr 2.16584 0.74466 -0.11928 -3.64 -1.70 6.48
O 0.32983 0.04504 0.11679 4.02 0.98 -1.08
H -0.50846 0.33436 -0.24869 -1.31 0.86 -0.43
O 2.72526 0.59550 1.81106 -0.69 0.85 -4.06
H 2.82225 -0.27909 2.20705 0.07 -0.07 0.37
O -2.78256 0.40366 -0.42070 0.93 0.77 1.48
H -2.62939 0.10133 -1.28728 -0.17 -0.89 -2.08
H -2.81766 -0.38835 0.11599 -0.42 -0.37 0.46
O 1.04921 2.64495 0.63357 0.87 -0.34 1.01
H 0.87426 3.01091 1.56849 0.29 -1.06 -1.47
H 1.26654 3.41843 0.11927 -0.31 1.15 -0.48
O -0.79588 -2.45206 -0.10995 -0.02 1.05 -0.81
H -0.44012 -1.54837 -0.07849 -0.32 -0.76 0.12
H -0.20842 -2.91334 0.47101 0.16 -0.91 0.69
O -1.13903 -0.62503 2.37723 0.23 0.02 -1.15
H -0.46774 -0.43150 3.03206 0.08 0.09 0.30
H -0.71147 -0.49822 1.50071 -0.51 -0.16 1.65
O -0.54220 -1.63028 -2.90718 0.89 1.05 0.96
H 0.00242 -0.84280 -3.16645 -0.76 -1.20 0.38
H -0.38140 -1.85958 -1.95001 -0.20 0.06 -1.46
O 2.56614 -1.60437 0.25484 1.08 1.02 -1.29
H 2.36249 -2.43807 0.70963 -0.37 0.11 0.05
H 3.40997 -1.77098 -0.20403 -0.07 -0.67 0.25
O -1.82309 2.90961 -1.32442 1.33 -0.24 0.93
H -2.24045 3.00967 -2.16767 -0.58 -0.01 -0.68
H -2.08636 2.06395 -0.93355 -0.57 0.38 -0.12
```
Forces are in eV/Å.

2S+1: 1
Kohn-Sham gap (eV): 5.84
Lowest unoccupied orbital energy (eV): -11.283
HOMO energy (eV): -17.1253
Total charge: +2

Number 1: E_tot -611.42613 Eh. Number 2: E_tot -611.47789 Eh. Number 3: E_tot -611.49117 Eh. Number 4: E_tot -611.43963 Eh. Number 5: E_tot -611.51131 Eh. Number 6: E_tot -611.49225 Eh. Number 7: E_tot -611.37888 Eh. Number 8: E_tot -611.39223 Eh. Number 9: E_tot -611.10131 Eh. Number 10: E_tot -733.13382 Eh.